Entry from OMol25: a cluster of 2 separate species, C4H8OS in total (wB97M-V/def2-TZVPD).

Atoms and positions in Å:
C  -0.3357  -0.1757  -1.2710
C  -0.6495  -0.8006  0.2018
C  -0.3580  0.0853  1.2867
C  0.6018  1.1287  0.9548
H  1.7324  -0.9803  -2.5117
H  -1.0948  -0.7281  -1.9210
H  -0.4032  1.0326  -1.2981
H  -1.7421  -1.3213  0.4917
H  0.2231  -1.5253  0.3025
H  -0.2481  -0.2869  2.4366
H  1.3976  1.3909  1.8285
H  0.9387  1.1699  -0.1211
O  1.0291  -0.7723  -1.4018
S  -1.0913  1.7831  1.0219

Forces on atoms 1 to 3 (eV/Å):
-0.705 -1.150 0.394
-1.149 -2.838 -0.701
0.557 1.992 3.352

Orbital gap: 8.6723 eV
DFT total energy: -630.4505 hartree
E_HOMO: -8.6 eV
Energy relative to the best compared isomer or geometry (same formula, charge and spin): 115.7 kcal/mol

Atomic partial charges in e from the Mulliken method, atoms 1 to 4: atom 1 (C): -0.3896, atom 2 (C): -0.4115, atom 3 (C): -0.0895, atom 4 (C): -0.6130